[1]
{
  "formula": "C8H8N4O4",
  "method": "the ωB97M-V functional and the def2-TZVPD basis",
  "elements": ["O", "C", "C", "C", "N", "C", "O", "N", "H", "H", "H", "H", "O", "C", "C", "C", "N", "C", "O", "N", "H", "H", "H", "H"],
  "coordinates": [[0.666, -0.636, -5.583], [0.561, -0.131, -4.518], [-0.422, 0.730, -3.932], [-0.562, 1.257, -2.748], [0.554, 1.201, -1.997], [1.716, 0.420, -2.299], [2.535, 0.325, -1.359], [1.593, -0.298, -3.499], [-1.390, 0.748, -4.491], [-1.404, 1.803, -2.505], [0.593, 1.313, -1.007], [2.361, -0.902, -3.546], [-0.123, -2.626, 1.597], [-0.438, -1.626, 2.199], [-1.132, -1.626, 3.504], [-1.227, -0.588, 4.347], [-0.759, 0.623, 3.985], [-0.032, 0.772, 2.785], [0.402, 1.800, 2.375], [-0.046, -0.431, 1.984], [-1.391, -2.632, 3.718], [-1.832, -0.711, 5.232], [-0.859, 1.387, 4.546], [0.634, -0.171, 1.213]],
  "total_energy_ha": -829.6563,
  "spin_multiplicity": 1,
  "lumo_energy_ev": 0.298,
  "e_homo_ha": -0.3495,
  "smiles": "O=c1cc[nH]c(=O)[nH]1.O=c1cc[nH]c(=O)[nH]1",
  "e_above_lowest_kj_mol": 273.31,
  "orbital_gap_ev": 9.8
}


[2]
{
  "formula": "C6H17F5HfNO3",
  "method": "the ωB97M-V functional and the def2-TZVPD basis",
  "elements": ["Hf", "F", "F", "F", "F", "F", "C", "C", "C", "O", "C", "N", "H", "H", "H", "H", "H", "H", "H", "H", "H", "H", "H", "C", "C", "O", "O", "H", "H", "H", "H", "H", "H"],
  "coordinates": [[-16.065, 3.860, -29.570], [-17.888, 3.330, -31.347], [-17.201, 1.834, -29.200], [-14.305, 2.394, -28.775], [-16.333, 5.799, -30.941], [-18.171, 4.693, -28.839], [-14.014, 6.425, -26.161], [-14.638, 5.265, -26.975], [-15.640, 4.474, -26.126], [-16.474, 3.667, -26.930], [-17.316, 2.834, -26.178], [-15.262, 5.676, -28.208], [-13.632, 6.185, -25.169], [-14.725, 7.249, -26.214], [-13.089, 6.741, -26.641], [-13.813, 4.577, -27.158], [-16.417, 5.115, -25.710], [-15.211, 3.891, -25.310], [-16.752, 2.045, -25.679], [-18.093, 2.427, -26.825], [-17.814, 3.262, -25.308], [-14.574, 6.404, -28.335], [-16.056, 6.276, -28.037], [-13.190, 3.678, -31.242], [-14.314, 3.204, -32.179], [-15.223, 2.436, -31.452], [-13.779, 4.584, -30.259], [-12.402, 4.160, -31.821], [-12.664, 2.920, -30.661], [-13.965, 2.695, -33.077], [-14.938, 4.085, -32.331], [-15.433, 1.622, -31.916], [-13.147, 5.285, -30.086]],
  "total_energy_ha": -1066.7545,
  "spin_multiplicity": 1,
  "lumo_energy_ev": 2.253,
  "charge": -1,
  "e_homo_ha": -0.1649,
  "e_above_lowest_kj_mol": 0.00,
  "orbital_gap_ev": 6.7
}


[3]
{
  "formula": "C41H50GeKN10OS",
  "method": "the ωB97M-V functional and the def2-TZVPD basis",
  "elements": ["K", "N", "C", "N", "C", "N", "C", "C", "N", "C", "C", "N", "H", "H", "H", "H", "H", "S", "C", "C", "C", "C", "C", "C", "H", "H", "H", "H", "H", "C", "C", "C", "C", "C", "C", "C", "H", "H", "H", "H", "H", "H", "H", "C", "C", "C", "C", "Ge", "C", "C", "C", "C", "H", "H", "H", "H", "H", "H", "H", "H", "H", "H", "H", "H", "H", "H", "H", "H", "H", "H", "H", "N", "C", "C", "C", "N", "C", "N", "C", "C", "N", "C", "C", "C", "O", "C", "C", "C", "C", "N", "C", "H", "H", "H", "H", "H", "H", "H", "H", "H", "H", "H", "H", "H", "H"],
  "coordinates": [[1.636, -3.169, 1.524], [-2.679, -0.900, 0.163], [-1.537, -0.876, 0.894], [-0.819, -1.898, 0.631], [-1.623, -2.612, -0.323], [-2.722, -2.016, -0.559], [-1.240, -3.897, -0.925], [-2.055, -4.560, -1.814], [-1.725, -5.675, -2.451], [-0.561, -6.236, -2.047], [0.169, -5.707, -1.051], [-0.126, -4.536, -0.476], [-3.497, -0.250, 0.156], [-1.340, -0.044, 1.510], [-3.028, -4.199, -2.044], [-0.267, -7.137, -2.577], [1.053, -6.260, -0.679], [-0.628, 2.328, 1.752], [-1.273, 2.847, 3.392], [-1.252, 1.880, 4.384], [-1.750, 2.153, 5.633], [-2.325, 3.441, 5.850], [-2.398, 4.422, 4.862], [-1.830, 4.085, 3.602], [-0.940, 0.863, 4.203], [-1.678, 1.392, 6.450], [-2.742, 3.671, 6.781], [-2.723, 5.466, 5.052], [-1.658, 4.914, 2.866], [3.571, -1.395, 3.669], [2.580, -2.243, 4.008], [1.227, -1.799, 4.350], [0.239, -2.668, 4.649], [0.379, -4.117, 4.499], [1.666, -4.534, 4.282], [2.725, -3.663, 4.146], [4.500, -1.901, 3.409], [3.460, -0.334, 3.637], [1.025, -0.729, 4.342], [-0.677, -2.250, 5.064], [-0.369, -4.788, 4.679], [1.901, -5.566, 4.233], [3.735, -4.033, 4.066], [5.607, 0.708, -0.181], [4.381, 0.446, 0.590], [3.099, 0.834, -0.266], [1.830, 0.721, 0.587], [1.659, 2.118, 1.868], [2.441, 3.885, 1.711], [1.492, 4.906, 1.144], [1.035, 4.616, -0.288], [-0.321, 5.310, -0.574], [6.324, -0.041, 0.041], [5.937, 1.716, 0.004], [5.350, 0.569, -1.269], [4.298, 0.915, 1.581], [4.209, -0.589, 0.876], [3.071, 0.191, -1.168], [3.270, 1.825, -0.733], [1.839, -0.264, 0.990], [1.014, 0.698, -0.123], [1.717, 1.593, 3.333], [3.333, 3.750, 1.063], [2.788, 4.046, 2.703], [1.951, 5.904, 1.212], [0.566, 4.886, 1.761], [0.985, 3.517, -0.573], [1.796, 5.029, -0.957], [-1.207, 4.763, -0.218], [-0.485, 5.405, -1.646], [-0.358, 6.314, -0.166], [3.603, -3.500, -0.586], [3.202, -3.839, -1.635], [2.789, -4.328, -2.884], [2.741, -5.744, -2.842], [2.694, -6.867, -2.615], [2.605, -3.521, -3.984], [2.419, -2.895, -4.952], [-3.391, -1.054, -5.191], [-3.457, 0.360, -4.791], [-3.705, 0.547, -3.364], [-5.090, 0.474, -3.040], [-5.878, 1.808, -3.275], [-2.844, 1.031, -2.388], [-3.197, 1.394, -1.272], [-1.355, 1.151, -2.665], [-0.644, 0.131, -3.325], [0.665, 0.305, -3.624], [1.344, 1.453, -3.175], [0.732, 2.433, -2.564], [-0.595, 2.264, -2.273], [-3.450, -1.142, -6.290], [-4.283, -1.477, -4.839], [-2.536, -1.580, -4.808], [-4.211, 0.948, -5.273], [-2.511, 0.815, -5.029], [-5.247, 0.159, -1.984], [-5.556, -0.257, -3.679], [-5.603, 2.612, -2.567], [-6.973, 1.634, -3.189], [-5.761, 2.083, -4.302], [-1.147, -0.832, -3.548], [1.257, -0.517, -4.009], [2.427, 1.624, -3.394], [-1.071, 3.090, -1.734]],
  "total_energy_ha": -5290.1779,
  "spin_multiplicity": 1,
  "lumo_energy_ev": 2.055,
  "charge": -1,
  "e_homo_ha": -0.1073,
  "e_above_lowest_kj_mol": 85.06,
  "orbital_gap_ev": 5.0
}


[4]
{
  "formula": "C5H12N",
  "method": "the ωB97M-V functional and the def2-TZVPD basis",
  "elements": ["C", "C", "C", "C", "C", "N", "H", "H", "H", "H", "H", "H", "H", "H", "H", "H", "H", "H"],
  "coordinates": [[-1.635, -1.088, 0.811], [-0.210, -0.680, 0.502], [0.202, 0.716, 0.987], [1.187, 1.269, -0.034], [0.916, 0.544, -1.343], [0.008, -0.611, -0.997], [-1.743, -2.166, 0.765], [-2.400, -0.669, 0.141], [-1.924, -0.731, 1.795], [0.499, -1.384, 0.927], [-0.662, 1.372, 1.118], [0.622, 0.636, 1.991], [2.248, 1.191, 0.232], [1.059, 2.339, -0.151], [1.832, 0.175, -1.800], [0.450, 1.133, -2.123], [-0.874, -0.556, -1.509], [0.427, -1.488, -1.313]],
  "total_energy_ha": -252.2251,
  "spin_multiplicity": 1,
  "lumo_energy_ev": -3.347,
  "charge": 1,
  "e_homo_ha": -0.5888,
  "smiles": "C[C@@H]1CCC[NH2+]1",
  "e_above_lowest_kj_mol": 15.85,
  "orbital_gap_ev": 12.7
}